The following is a quantum chemistry calculation of C63H150AsBrF6N9O9 as an isolated structure, from the OMol25 dataset.

Lowest unoccupied orbital energy: -16.39 eV
Net charge: +7
Maximum force: 9.3 eV/A
Electronic energy: -9065.99639 Ha

Each line ends with the Löwdin charge.
Positions of all 239 atoms, in Å:
As (0.95, -0.67, -0.29)  0.99
F (-0.08, 0.76, 0.21)  -0.28
F (2.47, 0.36, -0.31)  -0.29
F (2.00, -2.08, -0.79)  -0.31
F (-0.51, -1.76, -0.26)  -0.28
F (0.80, -0.25, -2.04)  -0.27
F (1.28, -1.05, 1.39)  -0.25
C (1.63, 6.71, 4.60)  -0.01
C (0.60, 5.64, 4.33)  -0.49
C (-0.12, 6.20, 3.12)  -0.14
C (-1.01, 5.22, 2.30)  -0.14
C (-0.09, 4.11, 1.79)  -0.13
C (0.58, 3.38, 2.99)  -0.41
N (1.28, 4.36, 3.94)  0.15
O (2.26, 3.82, 4.84)  0.17
C (1.67, 2.52, 2.36)  -0.04
C (-0.50, 2.56, 3.75)  0.03
C (-0.27, 5.44, 5.54)  0.01
H (2.17, 6.46, 5.51)  0.11
H (1.17, 7.64, 4.93)  0.12
H (2.24, 6.85, 3.71)  0.10
H (0.42, 6.81, 2.39)  0.11
H (-0.73, 7.04, 3.46)  0.14
H (-1.42, 5.74, 1.44)  0.08
H (-1.79, 4.89, 2.98)  0.11
H (0.61, 4.42, 1.01)  0.11
H (-0.69, 3.36, 1.26)  0.10
H (1.30, 1.77, 1.66)  0.06
H (2.16, 1.92, 3.12)  0.05
H (2.37, 3.17, 1.83)  0.09
H (-0.99, 1.90, 3.03)  0.08
H (-1.22, 3.22, 4.23)  0.07
H (0.00, 1.98, 4.52)  0.08
H (-0.60, 6.30, 6.13)  0.13
H (0.20, 4.76, 6.26)  0.11
H (-1.19, 4.88, 5.38)  0.08
C (3.41, 0.75, -3.15)  -0.03
C (4.53, 1.79, -3.29)  -0.42
C (4.39, 2.56, -4.60)  -0.09
C (3.25, 3.65, -4.53)  -0.14
C (3.52, 4.72, -3.50)  -0.11
C (3.49, 4.04, -2.07)  -0.42
N (4.37, 2.77, -2.12)  0.18
O (4.64, 2.22, -0.87)  0.12
C (2.09, 3.62, -1.58)  0.00
C (4.07, 5.01, -1.10)  -0.02
C (5.96, 1.08, -3.25)  0.02
H (3.29, 0.18, -4.07)  0.11
H (2.39, 1.04, -2.93)  0.05
H (3.76, 0.00, -2.44)  0.07
H (4.31, 1.77, -5.36)  0.14
H (5.40, 2.91, -4.79)  0.13
H (2.24, 3.26, -4.40)  0.10
H (3.13, 4.14, -5.50)  0.13
H (2.92, 5.62, -3.66)  0.14
H (4.48, 5.22, -3.67)  0.14
H (1.40, 4.44, -1.41)  0.09
H (2.15, 3.06, -0.64)  0.07
H (1.60, 2.89, -2.22)  0.07
H (5.07, 5.33, -1.40)  0.11
H (4.19, 4.51, -0.14)  0.09
H (3.43, 5.88, -0.98)  0.12
H (6.25, 0.38, -4.04)  0.11
H (5.99, 0.47, -2.35)  0.06
H (6.74, 1.85, -3.21)  0.10
C (-7.52, -1.14, 2.52)  0.00
C (-6.13, -1.47, 3.09)  -0.44
C (-5.91, -2.96, 2.72)  -0.11
C (-4.45, -3.34, 2.90)  -0.19
C (-3.57, -2.47, 2.04)  -0.14
C (-3.65, -0.97, 2.34)  -0.40
N (-5.13, -0.62, 2.43)  0.14
O (-5.42, 0.72, 2.32)  0.18
C (-2.92, -0.27, 1.21)  -0.05
C (-2.91, -0.57, 3.65)  0.02
C (-6.08, -1.36, 4.64)  0.05
H (-8.33, -1.66, 3.03)  0.12
H (-7.69, -1.38, 1.47)  0.10
H (-7.73, -0.08, 2.67)  0.10
H (-6.12, -3.21, 1.68)  0.11
H (-6.66, -3.53, 3.27)  0.15
H (-4.35, -4.39, 2.61)  0.10
H (-4.07, -3.38, 3.92)  0.12
H (-3.83, -2.72, 1.01)  0.10
H (-2.55, -2.84, 2.17)  0.11
H (-2.82, 0.81, 1.25)  0.08
H (-3.22, -0.52, 0.19)  0.08
H (-1.89, -0.62, 1.19)  0.06
H (-3.27, 0.40, 3.99)  0.10
H (-1.83, -0.46, 3.54)  0.09
H (-3.01, -1.26, 4.49)  0.09
H (-6.24, -0.35, 5.03)  0.11
H (-5.11, -1.67, 5.03)  0.08
H (-6.87, -1.97, 5.09)  0.13
C (-1.48, 8.43, 0.40)  -0.05
C (-2.75, 7.98, -0.43)  -0.10
N (-2.41, 7.28, -1.80)  -0.24
C (-3.72, 7.28, -2.61)  0.05
C (-1.40, 8.14, -2.61)  -0.13
C (-1.76, 9.62, -2.87)  -0.03
C (-1.88, 5.83, -1.51)  -0.06
C (-2.93, 4.78, -1.12)  -0.19
O (-3.83, 5.10, -0.01)  -0.20
C (-4.16, 3.91, 0.80)  -0.04
H (-0.68, 7.69, 0.49)  0.05
H (-1.69, 8.53, 1.47)  0.08
H (-1.02, 9.41, 0.26)  0.09
H (-3.37, 8.85, -0.66)  0.13
H (-3.39, 7.35, 0.20)  0.12
H (-3.42, 6.84, -3.56)  0.11
H (-4.09, 8.30, -2.70)  0.12
H (-4.40, 6.63, -2.07)  0.10
H (-1.20, 7.47, -3.44)  0.12
H (-0.60, 8.10, -1.87)  0.10
H (-2.12, 10.14, -1.98)  0.09
H (-2.44, 9.66, -3.72)  0.09
H (-0.94, 10.25, -3.20)  0.10
H (-1.08, 5.91, -0.77)  0.10
H (-1.48, 5.47, -2.46)  0.13
H (-2.35, 3.89, -0.88)  0.10
H (-3.58, 4.56, -1.97)  0.12
H (-5.03, 3.93, 1.45)  0.10
H (-3.29, 3.54, 1.34)  0.06
H (-4.39, 3.16, 0.05)  0.07
C (-4.90, 0.09, -4.79)  -0.04
C (-3.46, 0.28, -5.44)  -0.12
N (-2.35, -0.51, -4.67)  -0.22
C (-0.98, 0.05, -5.11)  0.05
C (-2.40, -0.34, -3.07)  -0.10
C (-2.19, 1.15, -2.56)  -0.06
C (-2.72, -1.93, -5.15)  -0.03
C (-1.49, -2.89, -4.86)  -0.22
O (-1.11, -3.09, -3.56)  -0.20
C (0.17, -3.61, -3.44)  -0.12
H (-4.95, 0.61, -3.83)  0.07
H (-5.30, -0.90, -4.56)  0.07
H (-5.61, 0.55, -5.48)  0.10
H (-3.21, 1.34, -5.33)  0.11
H (-3.55, 0.04, -6.50)  0.14
H (-0.99, -0.27, -6.15)  0.12
H (-0.23, -0.45, -4.50)  0.09
H (-1.03, 1.13, -4.97)  0.10
H (-1.59, -0.89, -2.59)  0.08
H (-3.30, -0.79, -2.67)  0.11
H (-1.18, 1.57, -2.61)  0.06
H (-2.46, 1.24, -1.51)  0.06
H (-2.77, 1.88, -3.12)  0.07
H (-2.80, -1.99, -6.23)  0.15
H (-3.57, -2.17, -4.52)  0.11
H (-0.70, -2.46, -5.48)  0.11
H (-1.58, -3.87, -5.32)  0.14
H (0.53, -3.60, -2.41)  0.06
H (0.88, -3.00, -4.01)  0.10
H (0.16, -4.67, -3.70)  0.10
C (4.49, 0.52, 2.32)  -0.01
N (5.67, -0.50, 2.34)  -0.30
C (5.31, -1.59, 1.30)  0.00
C (6.90, 0.31, 1.87)  0.05
C (5.86, -1.23, 3.69)  -0.07
C (6.50, -0.36, 4.84)  -0.19
O (7.88, -0.04, 4.60)  -0.05
H (4.49, 1.06, 1.38)  0.07
H (4.64, 1.24, 3.12)  0.10
H (3.57, -0.04, 2.51)  0.06
H (4.30, -1.96, 1.42)  0.08
H (6.05, -2.40, 1.28)  0.10
H (5.36, -1.06, 0.34)  0.08
H (6.89, 1.20, 2.51)  0.11
H (6.75, 0.53, 0.81)  0.09
H (7.73, -0.37, 2.01)  0.12
H (6.44, -2.11, 3.39)  0.13
H (4.88, -1.65, 3.92)  0.09
H (6.28, -0.89, 5.77)  0.13
H (5.97, 0.58, 4.94)  0.11
H (8.33, 0.45, 5.29)  0.12
C (4.92, -4.30, -1.28)  0.01
N (4.34, -5.32, -2.28)  -0.29
C (2.87, -5.00, -2.63)  -0.01
C (5.14, -5.26, -3.55)  0.03
C (4.27, -6.72, -1.54)  -0.05
C (5.61, -7.58, -1.42)  -0.17
O (6.62, -6.83, -0.77)  -0.04
H (4.60, -3.28, -1.48)  0.09
H (5.99, -4.54, -1.29)  0.11
H (4.57, -4.39, -0.25)  0.09
H (2.80, -4.03, -3.13)  0.09
H (2.34, -4.93, -1.68)  0.09
H (2.45, -5.83, -3.21)  0.11
H (4.64, -5.74, -4.40)  0.12
H (6.07, -5.80, -3.35)  0.11
H (5.48, -4.26, -3.81)  0.12
H (3.57, -7.31, -2.14)  0.13
H (3.90, -6.53, -0.53)  0.12
H (5.91, -7.74, -2.45)  0.12
H (5.46, -8.58, -1.00)  0.14
H (6.41, -6.53, 0.11)  0.10
C (-4.82, -5.45, -0.22)  0.05
N (-3.67, -5.47, -1.27)  -0.27
C (-4.16, -4.61, -2.52)  0.04
C (-2.30, -4.86, -0.76)  0.04
C (-3.48, -6.96, -1.72)  -0.07
C (-4.72, -7.87, -2.05)  -0.17
O (-5.70, -7.22, -2.82)  -0.06
H (-4.62, -6.26, 0.47)  0.11
H (-5.74, -5.74, -0.74)  0.11
H (-4.87, -4.49, 0.30)  0.07
H (-3.55, -4.77, -3.41)  0.10
H (-3.94, -3.57, -2.28)  0.07
H (-5.23, -4.78, -2.64)  0.10
H (-2.34, -3.77, -0.67)  0.08
H (-1.55, -5.16, -1.49)  0.09
H (-2.23, -5.34, 0.21)  0.08
H (-2.97, -7.29, -0.81)  0.12
H (-2.71, -6.96, -2.48)  0.13
H (-5.22, -8.18, -1.13)  0.13
H (-4.52, -8.74, -2.68)  0.15
H (-5.42, -6.93, -3.69)  0.10
C (2.52, -4.48, 3.92)  0.04
N (1.03, -4.42, 3.53)  -0.30
C (0.46, -3.10, 4.05)  0.00
C (0.95, -4.38, 1.92)  0.05
C (0.29, -5.65, 3.98)  -0.09
C (-1.22, -5.46, 4.22)  -0.22
O (-1.88, -5.26, 3.01)  -0.08
H (2.56, -4.51, 5.01)  0.12
H (3.02, -3.60, 3.53)  0.09
H (2.96, -5.41, 3.54)  0.11
H (1.04, -2.36, 3.50)  0.06
H (0.56, -3.14, 5.13)  0.11
H (-0.60, -2.98, 3.81)  0.08
H (1.75, -3.70, 1.63)  0.07
H (-0.08, -4.14, 1.64)  0.08
H (1.19, -5.38, 1.55)  0.09
H (0.69, -5.84, 4.98)  0.15
H (0.50, -6.50, 3.33)  0.14
H (-1.42, -4.71, 4.99)  0.13
H (-1.68, -6.34, 4.66)  0.15
H (-2.18, -6.08, 2.61)  0.10
Br (2.50, -0.14, 5.72)  -0.47